1.
DFT (ωB97M-V/def2-TZVPD) results for C24H32FeO6 as an isolated structure at a distorted geometry.

Each line ends with the Löwdin spin population.
Element x y z (Å)
C (-5.1989, 1.5490, -1.6964)  0.003
C (-4.4051, 0.3128, -1.3935)  0.003
O (-3.2511, 0.7030, -0.6306)  0.029
C (-2.5579, -0.3980, -0.2462)  0.016
C (-1.3731, -0.0030, 0.6087)  0.080
C (-0.8660, -1.1022, 1.4944)  0.009
O (-0.5382, -0.8754, 2.6767)  0.023
C (-0.6983, -2.5193, 1.0002)  0.000
C (0.7352, -2.8337, 0.6352)  0.000
C (1.7770, -2.5983, 1.7629)  0.000
C (2.7178, -1.3995, 1.5473)  0.001
C (2.8188, -0.3781, 2.6982)  0.000
C (2.9515, 1.0982, 2.2575)  0.000
C (1.6950, 1.6960, 1.6470)  0.003
C (0.5423, 1.9975, 2.5768)  0.000
C (-0.6794, 2.3931, 1.7260)  0.003
C (-1.6745, 1.2695, 1.5294)  0.004
O (-2.8229, -1.5104, -0.6834)  0.031
H (-6.0431, 1.2690, -2.3441)  0.000
H (-5.6206, 1.9337, -0.7607)  0.000
H (-4.5956, 2.3471, -2.1622)  0.002
H (-4.9647, -0.3796, -0.7389)  0.001
H (-4.1198, -0.1994, -2.3261)  0.001
H (-1.0230, -3.1970, 1.8056)  0.000
H (-1.3798, -2.6584, 0.1591)  0.000
H (0.7649, -3.8961, 0.3586)  0.000
H (1.0293, -2.2901, -0.2723)  0.001
H (1.2400, -2.5023, 2.7146)  0.000
H (2.4041, -3.5036, 1.8468)  0.000
H (3.7324, -1.8045, 1.4075)  0.000
H (2.4904, -0.8855, 0.6033)  0.001
H (1.9559, -0.4787, 3.3728)  0.000
H (3.7117, -0.6398, 3.2904)  0.000
H (3.2419, 1.7038, 3.1234)  0.000
H (3.7731, 1.1763, 1.5337)  0.000
H (1.9559, 2.5978, 1.0851)  0.000
H (1.3137, 1.0202, 0.8860)  0.002
H (0.3192, 1.1179, 3.1986)  0.000
H (0.8264, 2.8071, 3.2657)  0.000
H (-1.2396, 3.1566, 2.2797)  0.000
H (-0.3389, 2.8431, 0.7785)  0.002
H (-2.6289, 1.6697, 1.1746)  0.001
H (-1.8933, 0.8762, 2.5396)  0.001
O (2.6901, 0.9593, -6.8110)  0.014
C (1.6107, 1.0564, -6.3607)  0.050
Fe (-0.0787, 1.3495, -6.0241)  1.774
C (0.0667, 3.0943, -5.8295)  0.050
O (0.3512, 4.2026, -6.0296)  0.012
C (-0.4554, 1.4405, -7.7326)  0.054
O (-0.4300, 1.6496, -8.8789)  0.016
C (-0.4991, 0.3759, -0.9890)  0.065
C (-0.4265, -0.6972, -2.1353)  0.077
C (-1.0711, -0.3392, -3.4016)  0.461
C (-1.6115, 0.9095, -3.6434)  0.223
C (-1.5065, 1.8899, -2.6485)  0.353
C (-1.1605, 1.5987, -1.3555)  0.486
H (0.5074, 0.4057, -0.4209)  0.033
H (0.6565, -0.9278, -2.4053)  0.028
H (-0.8724, -1.6418, -1.7398)  0.022
H (-1.0628, -1.0896, -4.1968)  0.025
H (-2.3197, 1.0580, -4.5103)  0.011
H (-1.7529, 2.9513, -2.8959)  0.012
H (-1.3872, 2.3380, -0.5954)  0.016

Calculated values
**Total charge**: 0
**E_LUMO (spin up / spin down)**: -0.147 / -2.434 eV
**Gap between HOMO and LUMO (spin up / spin down)**: 0.223 / 0.245 Ha
**2S+1**: 5

2.
DFT (ωB97M-V/def2-TZVPD) results for C3H3NO in the gas phase at a distorted geometry.

Each line ends with the Mulliken charge.
Element x y z (Å)
C (-1.1596, 1.0191, -0.4224)  0.301
C (-2.5479, 1.5217, -0.3528)  0.674
C (-0.1554, -0.0614, -0.2398)  -0.821
N (-1.3262, 2.2937, -0.3221)  -0.480
O (-3.7282, 1.4597, -0.2118)  -0.481
H (0.5712, 0.1350, 0.6847)  0.265
H (0.5164, -0.0320, -1.0938)  0.286
H (-0.6087, -1.1664, -0.1787)  0.255

Calculated values
**Total charge**: 0
**E_LUMO**: 0.469 eV
**Gap between HOMO and LUMO**: 0.354 Ha
**SMILES**: Cc1nc1=O
**ΔE to the lowest compared entry with this formula, charge and spin**: 2.004 eV

3.
DFT (ωB97M-V/def2-TZVPD) results for C15H8Cl2N4O3S in the gas phase at a distorted geometry.

Each line ends with the Mulliken charge.
Element x y z (Å)
O (-3.8425, -1.9641, 4.5821)  -0.592
O (-3.9563, -0.2233, 2.7704)  -0.594
Cl (3.4709, 4.5995, 0.8097)  -0.169
Cl (5.3061, 2.0346, -0.0898)  -0.191
N (1.3258, -1.2012, -3.7684)  -0.605
N (1.7107, 0.0091, -3.7068)  -0.394
N (0.4643, -1.5953, -2.7653)  -0.285
O (-1.8756, -1.3450, 3.1592)  -0.437
C (0.4846, -0.6468, -1.8605)  0.042
C (-2.9791, -2.8763, 0.8363)  -0.714
C (-3.8093, -2.7590, 1.8921)  -0.692
C (1.6730, 3.5106, -0.6507)  -0.711
C (-0.4559, -0.2165, 1.7349)  -0.876
C (0.1609, -0.0472, 0.5534)  0.028
C (-1.0339, -1.8569, -0.4888)  -0.884
C (0.9914, 2.5520, -1.4143)  -0.111
C (3.0226, 1.2824, -1.4798)  0.601
C (2.9588, 3.3273, -0.2097)  0.274
C (3.6483, 2.1873, -0.6446)  -0.144
C (-1.4170, -1.2685, 1.8909)  0.446
C (-0.1006, -0.8227, -0.5643)  0.882
C (-1.7234, -2.0172, 0.7391)  0.977
C (1.7392, 1.4351, -1.8542)  -0.823
N (1.1233, 0.4335, -2.5660)  0.696
S (-3.4812, -1.5316, 3.2460)  1.080
H (-3.0477, -3.5797, 0.1041)  0.492
H (-4.6365, -3.3910, 2.0620)  0.456
H (1.0864, 4.3841, -0.3893)  0.379
H (0.0475, 0.3778, 2.5225)  0.358
H (0.8826, 0.7715, 0.4802)  0.241
H (-1.2805, -2.5680, -1.3222)  0.423
H (-0.0586, 2.5998, -1.6772)  0.432
H (3.6017, 0.4057, -1.9313)  0.414

Calculated values
**Total charge**: 0
**E_LUMO**: -0.717 eV
**Gap between HOMO and LUMO**: 0.324 Ha
**SMILES**: O=S1(=O)C=Cc2cc(-c3nnnn3-c3ccc(Cl)c(Cl)c3)ccc2O1

4.
DFT (ωB97M-V/def2-TZVPD) results for a 3-piece molecular cluster, C9H24O3P2 overall at a distorted geometry.

Each line ends with the Mulliken charge.
Element x y z (Å)
C (-3.0954, 2.7738, -2.7158)  -0.829
P (-1.5737, 1.5804, -2.8447)  -0.058
O (-0.9844, 1.1184, -1.2725)  -0.298
P (-0.0724, 2.8089, -3.9259)  -0.135
H (-3.7588, 2.5579, -3.6610)  0.284
H (-3.6451, 2.5917, -1.6897)  0.260
H (-2.6790, 3.8779, -2.7920)  0.242
H (-0.1853, 1.6641, -0.9857)  0.268
H (-0.9275, 2.8668, -5.1008)  0.083
H (-0.2795, 3.8066, -2.8687)  0.050
H (0.8754, 1.7371, -3.7289)  0.060
H (0.9216, 3.6891, -4.5293)  0.068
C (4.0706, -0.3037, 0.5780)  -0.577
C (2.8831, -0.8384, 1.3360)  -0.403
C (1.9788, 0.3729, 1.4036)  0.228
O (2.2359, 1.1505, 0.2262)  -0.372
C (3.4182, 0.6416, -0.4068)  -0.428
H (4.6678, -1.0797, 0.0924)  0.329
H (4.7232, 0.2568, 1.2580)  0.268
H (2.4000, -1.6333, 0.7555)  0.184
H (3.1342, -1.2390, 2.3214)  0.399
H (2.2133, 0.9959, 2.2733)  0.273
H (0.9194, 0.1035, 1.4428)  -0.426
H (3.1096, 0.1154, -1.3167)  0.271
H (4.0720, 1.4716, -0.6884)  0.273
C (-2.6832, -2.5482, 2.7380)  -0.516
C (-2.5625, -2.2264, 1.2709)  -0.558
C (-1.1406, -1.7180, 1.1740)  -0.259
O (-0.3858, -2.3973, 2.1869)  -0.365
C (-1.3008, -3.0708, 3.0623)  -0.503
H (-3.4748, -3.2662, 2.9668)  0.336
H (-2.8781, -1.6299, 3.3046)  0.255
H (-2.6724, -3.1433, 0.6799)  0.286
H (-3.2999, -1.5013, 0.9174)  0.315
H (-1.0875, -0.6440, 1.3815)  0.188
H (-0.6939, -1.9064, 0.1934)  0.260
H (-1.2257, -4.1450, 2.8614)  0.278
H (-1.0168, -2.8897, 4.1026)  0.267

Calculated values
**Total charge**: 0
**E_LUMO**: 0.641 eV
**Gap between HOMO and LUMO**: 0.293 Ha
**SMILES**: CP(O)[PH4].C1CCOC1.C1CCOC1